(1)
# C72H84F18N21O36S18

15 unconnected molecules or ions with the total composition C72H84F18N21O36S18 at a distorted geometry (ωB97M-V/def2-TZVPD, OMol25).

```
249
Properties=species:S:1:pos:R:3:lowdin_charge:R:1
C -12.97 -1.06 -2.17 0.03
N -11.54 -0.91 -1.79 -0.09
C -10.72 -0.14 -2.53 0.00
C -9.46 0.19 -2.10 0.08
C -8.99 -0.29 -0.83 -0.09
C -9.90 -1.03 -0.09 0.05
C -11.20 -1.32 -0.54 0.05
C -7.63 0.02 -0.38 -0.11
C -6.90 1.18 -0.68 0.02
C -5.58 1.32 -0.43 -0.03
N -4.95 0.37 0.29 -0.02
C -5.62 -0.72 0.74 0.02
C -6.95 -1.00 0.31 0.06
C -3.43 0.36 0.30 0.05
H -13.50 -0.12 -2.04 0.12
H -13.54 -1.83 -1.66 0.11
H -12.87 -1.27 -3.24 0.11
H -11.17 0.27 -3.42 0.15
H -8.94 0.89 -2.74 0.13
H -9.65 -1.38 0.90 0.13
H -11.94 -1.87 0.02 0.15
H -7.24 2.03 -1.25 0.14
H -4.95 2.08 -0.88 0.14
H -5.15 -1.45 1.37 0.12
H -7.41 -1.87 0.75 0.12
H -3.15 0.35 1.35 0.10
H -3.08 1.31 -0.08 0.08
H -3.13 -0.46 -0.36 0.08
C 3.50 -5.03 -0.11 0.06
N 4.94 -5.21 0.38 -0.03
C 5.73 -4.07 0.46 0.02
C 7.05 -4.13 0.85 0.06
C 7.53 -5.39 1.32 -0.13
C 6.77 -6.52 1.20 0.03
C 5.52 -6.43 0.59 0.04
C 8.95 -5.52 1.86 -0.14
C 9.93 -5.78 0.90 0.07
C 11.27 -5.87 1.28 0.06
N 11.54 -5.77 2.63 -0.09
C 10.60 -5.61 3.62 0.05
C 9.25 -5.41 3.20 0.06
C 12.97 -5.77 3.03 0.04
H 2.95 -4.43 0.61 0.09
H 3.05 -6.00 -0.31 0.09
H 3.56 -4.58 -1.11 0.11
H 5.24 -3.11 0.41 0.13
H 7.59 -3.21 1.00 0.12
H 7.11 -7.38 1.74 0.14
H 4.82 -7.24 0.44 0.14
H 9.63 -5.74 -0.14 0.15
H 12.13 -5.96 0.65 0.15
H 10.91 -5.33 4.61 0.15
H 8.53 -5.19 3.97 0.14
H 13.10 -4.94 3.72 0.11
H 13.60 -5.67 2.14 0.11
H 13.10 -6.67 3.63 0.12
C 3.14 2.27 4.89 0.03
N 1.95 1.45 4.99 -0.04
C 1.42 1.00 6.16 0.01
C 0.39 0.13 6.12 0.02
C -0.22 -0.38 4.98 -0.13
C 0.34 0.08 3.81 0.06
C 1.42 0.94 3.82 0.05
C -1.22 -1.48 4.97 -0.10
C -2.58 -1.20 4.94 0.08
C -3.52 -2.22 4.87 0.02
N -3.17 -3.51 4.86 -0.10
C -1.82 -3.81 4.92 0.03
C -0.82 -2.83 4.81 0.07
C -4.06 -4.60 4.93 0.00
H 2.71 3.27 4.98 0.11
H 3.68 2.04 3.97 0.08
H 3.85 1.99 5.67 0.11
H 1.72 1.32 7.15 0.15
H -0.03 -0.08 7.10 0.14
H -0.06 -0.27 2.87 0.11
H 1.83 1.38 2.92 0.12
H -2.79 -0.15 5.11 0.11
H -4.58 -2.05 4.89 0.15
H -1.48 -4.84 4.90 0.14
H 0.17 -3.15 4.52 0.12
H -4.93 -4.16 5.43 0.11
H -3.75 -5.52 5.42 0.12
H -4.35 -4.79 3.90 0.09
C -6.20 -9.65 -5.58 0.04
N -5.33 -8.53 -5.14 -0.11
C -4.10 -8.29 -5.74 0.04
C -3.32 -7.23 -5.31 0.06
C -3.78 -6.35 -4.27 -0.12
C -5.03 -6.62 -3.71 0.10
C -5.78 -7.80 -4.14 0.04
C -2.96 -5.24 -3.78 -0.13
C -3.58 -4.02 -3.37 0.06
C -2.76 -3.08 -2.80 -0.01
N -1.45 -3.29 -2.60 -0.08
C -0.87 -4.46 -2.87 0.01
C -1.59 -5.41 -3.59 0.06
C -0.57 -2.27 -2.06 0.03
H -5.90 -10.49 -4.95 0.12
H -5.99 -9.73 -6.65 0.11
H -7.24 -9.44 -5.36 0.11
H -3.74 -9.07 -6.40 0.15
H -2.31 -7.07 -5.69 0.13
H -5.38 -6.02 -2.89 0.12
H -6.75 -8.13 -3.81 0.14
H -4.63 -3.83 -3.23 0.12
H -3.06 -2.24 -2.19 0.11
H 0.06 -4.72 -2.40 0.15
H -1.26 -6.41 -3.82 0.13
H -1.21 -1.94 -1.24 0.09
H -0.37 -1.62 -2.92 0.13
H 0.35 -2.70 -1.68 0.09
C 10.09 0.19 4.03 0.02
N 9.08 0.67 3.04 -0.09
C 9.42 0.53 1.71 0.04
C 8.39 0.77 0.80 0.08
C 7.10 1.23 1.25 -0.10
C 6.88 1.37 2.58 0.04
C 7.92 1.02 3.52 0.01
C 6.02 1.54 0.21 -0.08
C 5.87 0.77 -1.00 0.04
C 4.99 1.16 -2.03 -0.01
N 4.24 2.24 -1.83 -0.05
C 4.21 2.93 -0.68 0.04
C 5.07 2.58 0.34 0.06
C 3.23 2.46 -2.87 0.01
H 9.73 0.12 5.06 0.10
H 10.82 0.99 4.17 0.11
H 10.46 -0.79 3.73 0.10
H 10.35 0.02 1.50 0.14
H 8.57 0.61 -0.26 0.10
H 5.91 1.60 2.99 0.11
H 7.61 0.92 4.55 0.15
H 6.44 -0.12 -1.25 0.09
H 4.84 0.59 -2.94 0.14
H 3.40 3.64 -0.61 0.11
H 5.07 3.03 1.33 0.13
H 3.69 2.98 -3.71 0.10
H 2.48 3.16 -2.52 0.08
H 2.75 1.53 -3.19 0.10
C -6.33 11.27 -5.38 0.01
N -5.64 10.14 -4.78 -0.08
C -5.90 8.86 -5.22 0.06
C -5.21 7.83 -4.56 0.09
C -4.18 8.13 -3.63 -0.15
C -3.90 9.37 -3.40 0.01
C -4.65 10.38 -3.89 0.04
C -3.48 7.07 -2.87 -0.16
C -4.14 6.03 -2.28 0.05
C -3.45 5.13 -1.42 0.03
N -2.13 5.18 -1.27 -0.04
C -1.41 6.05 -2.04 0.06
C -2.08 6.99 -2.89 0.10
C -1.42 4.36 -0.27 0.02
H -5.83 11.37 -6.35 0.12
H -6.08 12.25 -4.99 0.11
H -7.40 11.18 -5.59 0.11
H -6.61 8.81 -6.03 0.15
H -5.47 6.79 -4.74 0.13
H -3.07 9.63 -2.75 0.16
H -4.51 11.41 -3.61 0.16
H -5.21 6.09 -2.42 0.12
H -3.85 4.39 -0.74 0.10
H -0.34 5.97 -1.93 0.10
H -1.33 7.64 -3.32 0.13
H -1.70 4.90 0.64 0.11
H -0.35 4.20 -0.43 0.09
H -1.95 3.42 -0.16 0.07
N -4.00 3.64 1.48 -0.26
S -3.43 3.17 2.89 0.50
O -4.02 1.97 3.44 -0.30
O -2.96 4.23 3.82 -0.25
F -2.07 2.61 2.17 -0.23
S -5.62 3.55 2.09 0.60
O -6.01 4.41 3.19 -0.24
O -6.31 2.23 2.00 -0.33
F -6.28 4.39 0.90 -0.22
N -0.56 3.42 7.39 -0.24
S -0.58 4.15 6.08 0.43
O -1.30 5.44 5.92 -0.27
O -0.32 3.29 4.90 -0.33
F 0.90 4.79 6.16 -0.23
S -2.18 2.93 7.18 0.60
O -2.28 1.79 6.28 -0.32
O -3.33 3.85 7.27 -0.26
F -2.22 2.23 8.63 -0.21
N 0.60 5.37 -5.77 -0.25
S 1.84 5.82 -4.88 0.55
O 2.91 4.92 -4.46 -0.29
O 1.41 6.95 -4.02 -0.32
F 2.56 6.69 -6.04 -0.21
S 0.36 4.00 -5.00 0.48
O -0.13 4.13 -3.62 -0.31
O 1.19 2.88 -5.31 -0.27
F -0.93 3.49 -5.81 -0.21
N 5.08 -3.18 4.84 -0.21
S 5.57 -1.66 4.15 0.61
O 4.68 -0.51 4.14 -0.27
O 6.58 -1.76 3.07 -0.31
F 6.45 -1.37 5.47 -0.21
S 3.86 -3.13 4.00 0.39
O 4.03 -3.36 2.57 -0.30
O 2.74 -2.28 4.44 -0.30
F 3.23 -4.51 4.55 -0.20
N 8.54 -0.82 -2.34 -0.28
S 7.97 -0.44 -3.92 0.65
O 6.54 -0.78 -4.18 -0.32
O 8.93 -0.62 -5.03 -0.26
F 7.84 1.13 -3.68 -0.19
S 9.09 -2.13 -2.69 0.32
O 10.55 -2.07 -2.90 -0.31
O 8.40 -3.13 -3.45 -0.28
F 9.07 -2.67 -1.25 -0.21
N -3.36 -2.89 0.24 -0.24
S -2.09 -3.83 0.95 0.69
O -1.03 -4.27 0.03 -0.28
O -2.50 -4.81 2.01 -0.29
F -1.25 -2.68 1.77 -0.18
S -4.28 -4.07 0.18 0.38
O -4.97 -4.22 1.44 -0.30
O -4.01 -5.29 -0.55 -0.28
F -5.52 -3.58 -0.74 -0.20
N 0.85 6.60 0.58 -0.24
S 2.05 6.53 -0.24 0.40
O 2.09 5.49 -1.26 -0.31
O 3.30 7.11 0.25 -0.27
F 1.47 7.79 -1.11 -0.23
S 1.57 5.86 1.90 0.52
O 1.88 6.76 2.98 -0.24
O 2.27 4.60 1.76 -0.31
F 0.26 5.23 2.45 -0.18
N 1.76 0.30 -1.05 -0.24
S 2.29 -0.55 0.08 0.46
O 1.50 -1.73 0.42 -0.32
O 2.82 0.17 1.23 -0.29
F 3.59 -1.28 -0.65 -0.22
S 0.74 1.24 -0.14 0.56
O 1.16 2.50 0.43 -0.25
O -0.28 0.52 0.61 -0.29
F -0.11 1.75 -1.41 -0.18
N -4.68 0.46 -5.41 -0.24
S -5.65 -0.08 -4.35 0.40
O -6.36 0.98 -3.70 -0.30
O -5.31 -1.27 -3.62 -0.30
F -6.71 -0.57 -5.44 -0.20
S -3.55 1.00 -4.32 0.60
O -2.75 -0.04 -3.64 -0.32
O -3.87 2.24 -3.59 -0.30
F -2.58 1.47 -5.51 -0.19
```

The calculation puts the molar mass at 2738.745 g/mol. The calculation puts the LUMO energy at -7.181 eV. The HOMO energy is -11.73 eV. Its frontier orbital gap is 0.1671 hartree. As for the total energy: -424929.9319 eV. Its energy relative to the best compared isomer or geometry (same formula, charge and spin) is 17.128 eV. As for the net charge: +3.

(2)
# C9H9NO2S

2 unconnected molecules or ions with the total composition C9H9NO2S at a distorted geometry (ωB97M-V/def2-TZVPD, OMol25).

```
22
Properties=species:S:1:pos:R:3:lowdin_charge:R:1
C -4.35 0.94 -0.42 -0.20
C -2.93 1.19 -0.46 -0.16
C -4.67 -0.31 -0.02 -0.38
C -2.33 0.04 -0.11 -0.40
C 1.89 0.26 0.17 -0.16
C 1.68 -1.10 0.02 -0.26
C -0.20 -0.13 0.19 -0.02
C 3.26 0.95 0.33 0.02
C 2.84 -2.02 -0.02 -0.01
N 0.69 0.88 0.29 -0.22
O 0.45 2.11 0.42 -0.08
O 0.35 -1.30 -0.05 0.09
S -3.23 -1.32 0.28 0.99
H -5.13 1.81 -0.62 0.15
H -2.69 2.22 -0.71 0.12
H -5.57 -0.78 0.26 0.04
H 2.95 1.97 0.72 0.11
H 4.06 0.50 0.79 0.05
H 3.57 1.06 -0.64 0.05
H 3.76 -1.51 -0.45 0.10
H 2.99 -2.57 0.85 0.05
H 2.63 -2.90 -0.82 0.13
```

The calculation puts the molar mass at 195.243 g/mol. The calculation puts the LUMO energy (alpha / beta) at 0.321 / 0.320 eV. The HOMO energy (alpha / beta) is -7.98 / -7.98 eV. Its frontier orbital gap (alpha / beta) is 0.3052 / 0.3051 hartree. As for the total energy: -25892.1692 eV. Its energy relative to the best compared isomer or geometry (same formula, charge and spin) is 5.547 eV. As for the net charge: 0.